Entry 1:
Entry from OMol25: a cluster of 3 separate species, C23H19BrF16O5 in total (ωB97M-V with the def2-TZVPD basis set).

Each line ends with the Löwdin charge.
CARTESIAN COORDINATES (ANGSTROEM)
O -2.70860 -0.36991 4.73671  0.13
C -2.28936 0.10147 3.71454  -0.34
C -0.94581 0.70482 3.61270  0.07
C -0.72030 1.71655 2.77571  -0.11
C 0.58857 2.38724 2.50468  -0.12
C 1.80553 1.77481 3.20530  -0.17
C 2.24401 0.43443 2.66959  -0.25
O 2.44247 0.44264 1.26266  -0.07
C -1.88388 2.22246 1.99165  -0.31
O -2.01710 3.38113 1.70813  0.15
C -2.86275 1.18251 1.58917  -0.09
C -3.52056 1.25180 0.36513  -0.04
C -4.36614 0.19893 0.01981  -0.66
Br -5.19776 0.22805 -1.68483  0.75
C -4.56915 -0.87664 0.87323  -0.11
C -3.92681 -0.91522 2.10638  0.00
C -3.06537 0.11498 2.44989  -0.10
H -0.16675 0.26920 4.21415  0.12
H 0.51950 3.43957 2.75640  0.13
H 0.75093 2.31345 1.43339  0.09
H 2.63566 2.46492 3.06097  0.12
H 1.62780 1.73883 4.27708  0.12
H 3.18641 0.15878 3.14272  0.12
H 1.53622 -0.35996 2.88132  0.11
H 2.64672 1.33602 0.97176  0.07
H -3.33828 2.08414 -0.29316  0.12
H -5.20862 -1.69246 0.58385  0.10
H -4.06384 -1.75184 2.76553  0.12
C 0.23998 -3.75951 1.35838  -0.04
C -1.14685 -3.19854 1.02194  -0.44
C -1.85544 -3.75600 -0.21021  -0.29
F -1.12878 -3.53352 -1.32167  0.10
F -3.03599 -3.10838 -0.37085  0.09
F -1.07772 -1.85250 0.94677  0.14
F -1.95802 -3.50722 2.07676  0.10
O 1.33793 -2.97180 0.94880  0.05
C 1.86568 -3.09083 -0.31530  -0.53
C 1.71196 -1.79653 -1.12008  -0.29
F 0.40826 -1.46963 -1.23880  0.09
F 2.21132 -1.99881 -2.36601  0.09
F 1.35784 -4.14982 -0.97547  0.15
F 3.19087 -3.30821 -0.17208  0.15
H 0.29199 -3.74291 2.44595  0.15
H 0.34528 -4.80389 1.06281  0.15
H -2.04288 -4.82854 -0.10997  0.18
H 2.24492 -0.97867 -0.63637  0.14
C 0.49365 1.05312 -4.02172  -0.03
C 1.60040 1.46168 -5.00681  -0.44
C 3.00758 0.91164 -4.76399  -0.30
F 3.50159 1.33110 -3.58137  0.10
F 3.82451 1.36550 -5.74276  0.10
F 1.64278 2.80681 -5.11821  0.14
F 1.22625 0.96262 -6.21880  0.11
O 0.15047 1.97036 -2.99640  0.06
C 0.81079 1.99460 -1.79939  -0.53
C 1.50703 3.33352 -1.54942  -0.27
F 2.40376 3.59470 -2.51483  0.11
F 2.16696 3.25593 -0.36310  0.09
F 1.66438 0.96290 -1.66567  0.14
F -0.11872 1.86360 -0.82535  0.15
H -0.40817 0.99803 -4.62866  0.15
H 0.65631 0.04986 -3.62679  0.14
H 3.00422 -0.18160 -4.78882  0.17
H 0.77313 4.14024 -1.50696  0.18

Properties
E = -5435.92163 Ha
SMILES = O=C1C=C(CCCO)C(=O)c2cc(Br)ccc21.FC(F)C(F)(F)COC(F)(F)C(F)F.FC(F)C(F)(F)COC(F)(F)C(F)F
multiplicity = 1
total charge = 0
energy above the lowest of the compared OMol25 structures with the same formula, charge and spin = 0.0 kJ/mol
strongest force on any atom = 0.0173 hartree/bohr

=====

Entry 2:
Entry from OMol25: a structure of composition C27H58O4P2PbSi (ωB97M-V with the def2-TZVPD basis set).

Each line ends with the Löwdin charge.
CARTESIAN COORDINATES (ANGSTROEM)
P 0.33201 -2.16221 -4.58751  0.97
P 0.47205 1.32465 -3.86258  1.04
C 0.43190 -0.77954 -5.78474  -0.31
C 1.25171 0.40042 -5.27766  -0.33
H -0.58997 -0.49588 -6.08940  0.08
H 0.91404 -1.18112 -6.70052  0.12
H 2.27513 0.09757 -4.98602  0.09
H 1.34264 1.11707 -6.11486  0.10
C 0.09379 2.83134 -4.86696  -0.21
H -0.16641 3.67501 -4.21859  0.07
H -0.71432 2.67254 -5.59485  0.07
H 1.00063 3.09927 -5.42812  0.07
C 1.82047 1.94877 -2.82656  -0.30
H 2.42467 2.66507 -3.41106  0.09
H 2.49825 1.12811 -2.53206  -0.03
H 1.39260 2.49629 -1.96734  0.02
C -0.20411 -3.37361 -5.85722  -0.17
H -0.05991 -4.39967 -5.49898  0.08
H 0.43319 -3.22308 -6.74997  0.07
H -1.25461 -3.22295 -6.15063  0.07
C 2.02269 -2.66813 -4.27854  -0.14
H 2.65233 -1.80655 -4.02456  0.06
H 2.37963 -3.12864 -5.21233  0.09
H 2.06133 -3.42608 -3.48877  0.08
Pb 1.74182 0.42544 -0.10263  1.36
C -1.63786 0.64725 -3.84869  -0.22
C -2.39883 -0.07869 -4.73997  -0.09
C -3.66214 -0.61743 -4.18038  -0.13
C -3.49037 -1.94970 -3.35130  -0.16
C -2.29230 -2.69998 -3.72819  -0.06
C -0.92734 -2.39195 -3.27326  -0.37
C -0.71598 -1.26492 -2.21957  -0.21
C -1.49523 0.03404 -2.39488  -0.21
C 1.36532 -1.66438 0.42142  -0.34
H -1.94134 1.71698 -3.73493  0.14
H -2.34490 0.13336 -5.80181  0.12
H -4.39431 -0.77736 -4.99822  0.14
H -4.13564 0.10748 -3.48409  0.14
H -3.48743 -1.72082 -2.27704  0.12
H -4.36488 -2.59982 -3.54195  0.14
H -2.41321 -3.68883 -4.17533  0.12
H -0.52254 -3.32735 -2.82908  0.15
H 0.35098 -1.01191 -2.18740  0.04
H -0.93074 -1.67445 -1.21987  0.13
H -2.49643 -0.07368 -1.98077  0.11
H -1.03105 0.77734 -1.70019  0.11
H 2.24888 -2.02555 0.97370  0.00
H 1.18659 -2.22450 -0.50733  -0.04
H 0.47544 -1.61034 1.06249  -0.01
C -0.43773 -2.35600 4.19285  -0.03
C -1.31994 -1.11669 4.28012  -0.63
C -2.46259 -1.12493 3.27329  -0.03
C -1.88451 -1.08012 5.69786  -0.03
O -0.55297 0.08892 4.05965  -0.11
Si 0.42737 0.82471 2.96184  0.00
O 0.07445 0.90295 1.38433  -0.47
O 0.59495 2.30102 3.69229  -0.12
C -0.44694 3.29655 3.90809  -0.63
C -0.92870 3.81213 2.55806  -0.04
C -1.62427 2.72852 4.69289  -0.04
C 0.20717 4.39730 4.73583  -0.03
O 1.85450 -0.01839 2.97932  -0.17
C 2.96375 0.13474 3.90028  -0.63
C 3.77503 1.36253 3.49633  -0.02
C 2.44540 0.29112 5.32699  -0.02
C 3.79604 -1.13488 3.74430  -0.03
H -1.08352 -3.23295 4.34853  0.09
H 0.31718 -2.34999 4.99294  0.09
H 0.05574 -2.46326 3.22286  0.07
H -3.03725 -2.05492 3.36525  0.09
H -3.14618 -0.29043 3.48548  0.09
H -2.09131 -1.04404 2.24368  0.07
H -1.07900 -1.09424 6.44281  0.09
H -2.50488 -0.19114 5.86366  0.09
H -2.51001 -1.97113 5.85907  0.10
H -1.33444 3.00446 1.93691  0.07
H -1.72202 4.55328 2.72079  0.09
H -0.11396 4.30727 2.01535  0.09
H -1.29809 2.30662 5.65254  0.10
H -2.32031 3.55483 4.91270  0.10
H -2.18969 1.97837 4.12512  0.08
H 0.51940 3.99922 5.70978  0.09
H 1.08715 4.80396 4.22299  0.09
H -0.50426 5.21563 4.90837  0.09
H 3.16434 2.27071 3.57527  0.09
H 4.63693 1.45478 4.17159  0.10
H 4.15429 1.26393 2.47094  0.08
H 1.80016 -0.55146 5.60585  0.08
H 3.30121 0.32210 6.01865  0.10
H 1.87849 1.22495 5.43074  0.08
H 3.23516 -2.01856 4.07753  0.09
H 4.10955 -1.28079 2.70182  0.08
H 4.69808 -1.05557 4.36359  0.09

Properties
E = -2528.99434 Ha
multiplicity = 1
total charge = +2
energy above the lowest of the compared OMol25 structures with the same formula, charge and spin = 132.4 kJ/mol
strongest force on any atom = 0.1243 hartree/bohr

=====

Entry 3:
Entry from OMol25: a cluster of 14 separate species, C31H90O14 in total (ωB97M-V with the def2-TZVPD basis set).

Each line ends with the Löwdin charge.
CARTESIAN COORDINATES (ANGSTROEM)
C -1.04455 -3.31365 -3.13598  -0.06
C -1.79561 -4.15441 -2.12243  -0.28
O -1.97406 -3.50326 -0.86084  -0.10
H 0.01933 -3.30488 -2.89894  0.07
H -1.40727 -2.28604 -3.11246  0.05
H -1.22008 -3.73298 -4.12667  0.08
H -1.22594 -5.05131 -1.87921  0.11
H -2.73237 -4.58827 -2.47223  0.11
H -2.55709 -2.75988 -1.03134  0.05
C 0.75962 1.98798 -2.87494  -0.06
C 0.76379 2.11398 -4.38843  -0.32
O 2.05140 2.53373 -4.77136  -0.07
H -0.19718 2.05704 -2.35739  0.05
H 1.38189 2.80844 -2.51757  0.06
H 1.17996 1.02601 -2.58164  0.08
H 0.03663 2.87562 -4.66993  0.11
H 0.46547 1.21455 -4.92708  0.10
H 1.88263 3.29227 -5.33504  0.08
C 4.92686 1.66598 -1.58707  -0.10
C 6.09260 0.81669 -1.94996  -0.35
O 6.39959 0.06734 -0.80840  -0.07
H 5.27637 2.22157 -0.71686  0.08
H 4.13699 1.03064 -1.18637  0.06
H 4.69464 2.38651 -2.37129  0.08
H 6.88071 1.43461 -2.38025  0.11
H 5.85549 0.15236 -2.78095  0.11
H 5.98934 -0.79125 -0.93538  0.09
C 1.90631 -4.58513 -0.77640  -0.08
C 2.37395 -5.46741 0.37396  -0.33
O 1.32949 -6.33077 0.73697  -0.07
H 1.00712 -4.01560 -0.54146  0.05
H 1.59222 -5.21066 -1.61196  0.08
H 2.65819 -3.87837 -1.12750  0.07
H 2.87993 -4.90792 1.16076  0.09
H 3.07603 -6.21990 0.01488  0.11
H 0.58785 -5.73908 0.88348  0.04
C -5.82182 -1.56598 -0.56862  -0.06
C -4.56100 -0.82722 -0.99554  -0.35
O -3.87822 -1.49202 -1.98105  -0.09
H -5.46668 -2.48296 -0.09837  0.07
H -6.41572 -1.91385 -1.41382  0.08
H -6.34849 -0.97494 0.18065  0.07
H -3.85962 -0.71700 -0.16849  0.08
H -4.70406 0.18055 -1.38543  0.11
H -3.34953 -0.87206 -2.48873  0.03
C 0.85780 -0.24335 0.30841  -0.07
C -0.58054 -0.05250 -0.15898  -0.28
O -0.98078 1.24460 0.16206  -0.10
H 1.32322 -1.21456 0.14040  0.07
H 0.90582 -0.21327 1.39693  0.07
H 1.60109 0.46256 -0.06214  0.06
H -1.24810 -0.76919 0.31936  0.10
H -0.67388 -0.11330 -1.24327  0.11
H -0.91484 1.27861 1.11919  0.03
C -3.80404 -0.31351 2.51963  -0.08
C -3.52075 -0.44809 3.99517  -0.29
O -2.12797 -0.64148 4.18264  -0.11
H -4.87257 -0.36616 2.31086  0.08
H -3.23646 -1.05280 1.95448  0.07
H -3.49454 0.63218 2.07468  0.07
H -4.01810 -1.34453 4.36549  0.12
H -3.77122 0.45440 4.55272  0.11
H -1.94975 -1.30946 4.84870  0.10
C -4.38804 3.76533 -2.00264  -0.06
C -2.95655 3.42198 -1.58802  -0.31
O -2.87856 2.03052 -1.62985  -0.12
H -5.07703 3.25087 -1.33278  0.08
H -4.63291 3.41923 -3.00680  0.07
H -4.47078 4.85200 -2.02300  0.07
H -2.58880 3.66920 -0.59216  0.11
H -2.25042 3.90235 -2.26531  0.10
H -2.13337 1.81516 -1.06426  0.03
O -0.97769 1.63544 2.85160  -0.02
H -1.43218 0.94482 3.33400  0.03
H -1.43299 2.44033 3.09874  0.08
C 2.79708 5.17374 -0.93836  -0.05
C 1.76025 5.19004 0.19144  -0.50
C 0.77113 4.06339 -0.01654  -0.07
O 2.41966 5.02609 1.39627  -0.05
H 3.57128 5.90642 -0.71055  0.08
H 2.20229 5.53974 -1.77524  0.07
H 3.23998 4.21083 -1.19282  0.06
H 1.29817 6.17579 0.24505  0.14
H 0.19611 4.18998 -0.93384  0.07
H 0.08777 4.13133 0.82992  0.07
H 1.17460 3.05252 0.04227  0.08
H 2.18594 4.18101 1.78719  0.03
C 4.71935 -1.23524 3.80641  -0.06
C 4.02059 -1.49255 2.47353  -0.47
C 4.03046 -0.25746 1.53271  -0.04
O 4.86022 -2.46361 1.90747  -0.05
H 4.98599 -2.13009 4.36878  0.08
H 4.13209 -0.68432 4.54106  0.05
H 5.65262 -0.68691 3.67817  0.09
H 2.97606 -1.78510 2.58059  0.12
H 3.34613 0.50397 1.90690  0.07
H 3.59329 -0.55344 0.57910  0.05
H 5.00206 0.22657 1.43373  0.08
H 4.78744 -3.25202 2.45034  0.08
C -1.97918 -0.74761 -5.81224  -0.06
C -2.64938 0.36074 -5.01655  -0.39
C -4.22895 0.16473 -5.05493  -0.04
O -2.36193 0.11885 -3.61553  -0.11
H -2.35547 -1.73393 -5.54081  0.07
H -0.89886 -0.73033 -5.66833  0.07
H -2.26740 -0.72650 -6.86323  0.08
H -2.30768 1.34903 -5.32415  0.13
H -4.65832 0.87758 -4.35095  0.06
H -4.64096 -0.76704 -4.66742  0.08
H -4.67068 0.44801 -6.01030  0.07
H -2.39443 0.93269 -3.10739  0.04
C 0.73463 3.93519 4.61407  -0.05
C 1.92253 3.11042 4.08794  -0.45
C 2.20351 1.79538 4.88884  -0.02
O 1.61707 2.73224 2.78196  -0.10
H 0.28980 4.56810 3.84619  0.08
H 1.14694 4.61041 5.36386  0.08
H -0.06726 3.39940 5.12202  0.07
H 2.80090 3.74177 3.95392  0.14
H 3.08945 1.22320 4.61348  0.05
H 1.31193 1.23904 4.59958  0.07
H 2.29688 1.91640 5.96807  0.08
H 0.73822 2.34706 2.75282  0.04
C -0.83672 -4.80739 3.77784  -0.04
C -1.14426 -3.95414 2.58256  -0.52
C -0.06919 -2.92540 2.27596  -0.04
O -1.25069 -4.79330 1.48203  -0.05
H 0.16778 -5.20875 3.64370  0.08
H -1.44117 -5.71293 3.83018  0.09
H -0.80567 -4.26645 4.72363  0.08
H -2.12020 -3.48050 2.68889  0.13
H -0.11875 -2.62100 1.23050  0.05
H 0.91666 -3.38511 2.34571  0.08
H -0.15420 -2.08451 2.96427  0.07
H -1.54529 -4.27289 0.73104  0.04

Properties
E = -2288.34412 Ha
multiplicity = 1
total charge = 0
energy above the lowest of the compared OMol25 structures with the same formula, charge and spin = 98.3 kJ/mol
strongest force on any atom = 0.0644 hartree/bohr

=====

Entry 4:
Entry from OMol25: a cluster of 2 separate species, C2H6NO3 in total (ωB97M-V with the def2-TZVPD basis set).

Each line ends with the Löwdin charge.
CARTESIAN COORDINATES (ANGSTROEM)
O 0.63325 1.61247 -1.08773  -0.10
C -0.35512 0.98361 -0.74464  -0.40
N -0.15395 -0.33443 -0.44040  0.01
C -1.36660 -1.31777 0.17406  -0.51
O -2.56373 -1.18621 -0.31873  -0.30
H -1.33391 1.49561 -0.66313  0.13
H 0.75091 -0.80395 -0.52744  0.10
H -1.38236 -1.11239 1.33016  0.09
H -0.78292 -2.23792 -0.05938  0.06
H 2.27147 1.73350 0.59415  0.07
H 1.78429 0.32118 0.68305  -0.03
O 2.49868 0.84631 1.06002  -0.13

Properties
E = -360.28440 Ha
multiplicity = 1
total charge = -1
energy above the lowest of the compared OMol25 structures with the same formula, charge and spin = 228.0 kJ/mol
strongest force on any atom = 0.0664 hartree/bohr

=====

Entry 5:
Entry from OMol25: a structure of composition C29H28N4O5S3Yb (ωB97M-V with the def2-TZVPD basis set).

Each line ends with the Löwdin spin population.
CARTESIAN COORDINATES (ANGSTROEM)
Yb -0.90132 -0.71436 0.74386  1.00
O -0.41452 -0.73856 -3.40293  0.00
C -0.45461 -0.55187 -2.23154  0.00
O -0.48610 -1.46741 -1.29716  0.00
C -0.24782 0.99674 -1.86532  0.00
C 0.08573 1.88827 -2.91877  0.00
C 0.25307 3.15983 -2.60629  0.00
C 0.17539 3.65747 -1.28218  0.00
C 0.61141 4.90351 -0.86565  0.00
C 0.51669 5.25008 0.43940  0.00
C 0.18338 4.27108 1.42171  0.00
C -0.08442 3.00172 1.09725  0.00
C -0.09400 2.64829 -0.23981  0.00
N -0.31405 1.36694 -0.58939  0.00
H 0.09449 1.47392 -3.90503  0.00
H 0.63409 3.89319 -3.33573  0.00
H 0.95121 5.63115 -1.61332  0.00
H 0.85662 6.23188 0.78806  0.00
H 0.18953 4.57534 2.49561  0.00
H -0.36624 2.34860 1.91366  0.00
C -6.29812 1.65537 -0.43081  0.00
C -4.92940 1.05944 -0.46974  0.00
N -4.37916 0.40827 -1.44972  0.00
O -5.31708 0.28753 -2.51182  0.00
C -4.03567 1.11663 0.73575  0.00
C -4.48134 1.82109 1.99141  0.00
N -2.94466 0.47483 0.78993  0.00
O -2.17989 0.51158 1.94887  0.00
H -6.31817 2.65223 -0.15403  0.00
H -7.03871 1.14645 0.26010  0.00
H -6.75987 1.53329 -1.44600  0.00
H -4.79639 0.08309 -3.30015  0.00
H -5.08582 2.68656 1.68684  0.00
H -3.66321 2.18441 2.62495  0.00
H -5.08931 1.19417 2.59799  0.00
S -1.48110 -3.29008 1.53986  0.00
C -1.07708 -4.05411 0.15151  0.00
N -1.95732 -4.19121 -0.80550  0.00
C -1.35149 -4.75675 -2.00413  0.00
C -0.10182 -5.50526 -1.70688  0.00
S 0.51919 -4.77322 -0.15343  0.00
H -2.75133 -3.51267 -0.86111  0.00
H -1.14954 -3.92803 -2.65557  0.00
H -2.06825 -5.42053 -2.51719  0.00
H 0.60177 -5.30331 -2.52108  0.00
H -0.30072 -6.53323 -1.53747  0.00
O 1.04466 -0.62327 1.78621  0.00
S 2.42879 -0.07264 2.18900  0.00
C 3.03253 0.55447 0.69577  0.00
C 3.24397 1.89339 0.77567  0.00
C 3.49321 2.63479 -0.38619  0.00
C 3.49330 1.93449 -1.58406  0.00
C 3.27497 0.55246 -1.58580  0.00
C 3.04170 -0.17044 -0.44396  0.00
C 3.25370 -1.58886 2.47420  0.00
C 2.46951 -2.72742 2.48974  0.00
C 3.03254 -3.98460 2.72276  0.00
C 4.41615 -4.06054 2.98387  0.00
C 5.17162 -2.88432 2.98231  0.00
C 4.61606 -1.64507 2.71012  0.00
H 3.18376 2.42750 1.71851  0.00
H 3.78789 3.69302 -0.29749  0.00
H 3.82834 2.30307 -2.56127  0.00
H 3.25522 -0.07113 -2.52715  0.00
H 2.77618 -1.23723 -0.48181  0.00
H 1.45698 -2.56558 2.25403  0.00
H 2.52577 -4.99755 2.53083  0.00
H 4.88495 -4.94384 3.13256  0.00
H 6.30829 -2.99814 3.13799  0.00
H 5.22587 -0.79493 2.73513  0.00

Properties
E = -4070.19304 Ha
multiplicity = 2
total charge = +1
energy above the lowest of the compared OMol25 structures with the same formula, charge and spin = 0.0 kJ/mol
strongest force on any atom = 0.0799 hartree/bohr